The following is a DFT calculation (ωB97M-V/def2-TZVPD) of 2 unconnected molecules or ions with the total composition C4H10NO.

Last columns: bonded neighbours and bond lengths (Å).
CARTESIAN COORDINATES (ANGSTROEM)
1 C 0.64556 1.93602 1.40561  O2 1.338, C3 1.556, H4 1.126, H5 1.138
2 O 1.29338 1.54069 0.30320  C1 1.338
3 C 0.78532 0.93498 2.58838  C1 1.556, H6 1.099, H7 1.097, H8 1.097
4 H -0.46279 2.07073 1.26037  C1 1.126
5 H 0.99422 2.93668 1.82052  C1 1.138
6 H 0.30552 1.29104 3.51090  C3 1.099
7 H 1.85396 0.77501 2.77967  C3 1.097
8 H 0.35506 -0.02685 2.28413  C3 1.097
9 C -0.76026 -1.18196 -0.37775  C10 1.334, H12 1.091, H13 1.084
10 C -1.21550 -1.77778 -1.48061  C9 1.334, N11 1.391, H14 1.086
11 N -0.69862 -1.61984 -2.76232  C10 1.391, H15 1.009, H16 1.020
12 H 0.03568 -0.43507 -0.38062  C9 1.091
13 H -1.22105 -1.37502 0.58465  C9 1.084
14 H -1.98199 -2.54664 -1.45533  C10 1.086
15 H -0.08879 -0.82182 -2.86295  N11 1.009
16 H -1.38084 -1.71176 -3.51519  N11 1.020

E_LUMO (alpha / beta): 6.9287 / 6.8825 eV
2S+1: 2
largest force on an atom: 0.351 eV/A
E_HOMO (alpha / beta): 4.02 / 0.10 eV
⟨S²⟩: 0.751
charge: -2
relative energy (zero: lowest compared OMol25 entry of this formula, charge and spin): 9.96 kcal per mole

The net atomic charges from Löwdin, expressed in e, are: atom 1 (C): -0.646, atom 2 (O): -0.383, atom 3 (C): -0.170, atom 4 (H): 0.062, atom 5 (H): 0.051, atom 6 (H): 0.030, atom 7 (H): 0.040, atom 8 (H): 0.035, atom 9 (C): -0.089, atom 10 (C): -0.729, atom 11 (N): -0.075, atom 12 (H): 0.021, atom 13 (H): 0.004, atom 14 (H): -0.061, atom 15 (H): 0.034, atom 16 (H): -0.126